The following is a quantum chemistry calculation of C30H34MnN10O4P as an isolated structure in a non-equilibrium geometry, from OMol25.

Geometry as XYZ:
```
80
Properties=species:S:1:pos:R:3:forces:R:3
C 2.2279 -6.7108 1.6628 0.00 0.05 0.06
H 1.3558 -0.5358 2.6997 0.02 -0.01 0.01
N 0.6132 -3.4251 1.6572 0.33 -0.78 -0.11
C 2.6975 0.0297 -1.3529 -0.07 -0.07 -0.10
N 1.2401 -0.8789 0.0563 -0.28 -0.14 0.23
C 2.7942 -6.6936 0.3852 0.02 0.01 -0.01
C 2.8805 4.5445 1.7774 -0.01 -0.47 -0.74
Mn -0.2316 -1.8528 1.0051 1.00 0.65 -0.23
C 3.9616 1.4791 0.2772 0.21 0.15 0.26
N 3.4386 3.8050 2.8002 0.10 0.22 0.42
H 3.3154 0.3072 -2.1900 0.01 0.02 0.03
H -2.0463 2.2292 -5.2622 0.02 0.05 0.09
H -3.7312 2.7591 -5.4330 -0.04 0.00 0.08
C -1.2586 -2.9803 3.1051 0.45 -0.20 -0.28
C 2.0142 -4.4511 0.0292 -0.04 -0.03 -0.03
C 1.8657 6.2886 0.5417 0.05 0.09 0.10
C 2.9109 3.7549 0.6138 -0.09 0.23 0.52
H -1.8038 2.9709 -1.6770 -0.07 0.03 -0.05
H 1.4664 7.2907 0.4694 0.02 0.01 0.02
C 1.9870 -0.0100 0.7348 0.03 0.01 0.12
H -4.3845 -0.2199 -1.5664 0.00 0.02 0.03
C -2.5327 0.0131 -3.9573 0.27 -0.71 -0.93
H 1.0657 -2.9530 6.1964 0.00 -0.02 0.00
C 1.8264 0.3018 2.1794 -0.07 -0.06 0.01
H 2.3220 -7.5915 2.2828 -0.04 -0.02 -0.02
C 0.9562 -3.2266 4.0839 0.04 0.17 -0.15
H 2.3821 3.5740 -1.4826 0.09 0.08 -0.03
H -1.3504 -2.5155 6.4546 -0.01 0.00 -0.01
H 1.1893 1.1793 2.3116 0.06 0.03 0.02
H -5.5197 1.4077 -4.5464 0.05 -0.01 -0.04
H 1.2467 -1.4794 -2.0200 0.03 -0.02 0.02
N 3.8114 2.6832 2.3602 0.07 -0.08 0.01
H -1.9296 -3.1343 2.2574 0.00 0.02 0.00
H -2.8349 -2.5382 4.4941 -0.01 -0.02 -0.05
C -4.3155 2.8957 -2.7674 -0.27 0.01 0.18
C -0.9044 -2.5097 -0.5192 -0.33 -0.22 -0.49
H -0.9122 2.4817 -3.1187 -0.06 0.09 -0.08
H 3.2967 -7.5719 0.0033 0.05 0.01 0.05
O -1.4615 1.3074 -0.0784 0.08 -0.22 -0.53
P -2.1476 0.5985 -2.1529 -0.87 0.95 0.08
H 4.6902 0.9572 0.8977 0.00 -0.02 -0.06
H 1.9264 -3.5518 -0.5666 0.03 -0.05 -0.05
C -4.8092 0.8781 -3.9115 0.00 0.03 0.12
H -2.7222 3.9601 -3.6583 -0.02 0.00 0.03
H -4.0099 1.2494 -0.6696 0.03 0.00 -0.04
C -0.9416 -2.7067 5.4720 -0.06 0.00 -0.06
H -1.5987 -0.0088 -4.5208 0.01 0.07 0.08
N 3.5053 2.5935 1.0301 -0.14 0.19 -0.31
H -2.9240 -1.0030 -3.8943 -0.01 0.04 0.11
C 0.1186 -3.2403 2.9584 -0.34 -0.32 0.69
H -4.2260 3.3952 -1.8033 0.11 0.00 -0.03
C -1.7758 -2.7146 4.3664 -0.08 0.21 0.15
C 1.5385 -5.6195 2.1302 0.01 -0.08 0.09
N -4.7102 1.5429 -2.6216 -0.29 0.12 -0.17
H -5.1472 -0.1482 -3.7854 0.03 0.00 -0.01
H 2.0175 -3.4058 3.9635 -0.01 -0.01 -0.01
O -1.2736 -0.3307 1.3899 -0.83 1.20 -0.05
H 1.0570 -5.6536 3.0971 0.00 0.00 0.00
N -3.4808 0.8913 -4.5436 0.10 0.17 0.61
O -2.7298 1.2094 1.6632 -0.05 0.08 -0.31
C -3.0282 2.2302 -4.7894 0.08 -0.05 -0.31
C -1.8705 2.3977 -2.6028 0.60 -0.33 0.36
C 2.7010 -5.5482 -0.4169 -0.01 0.12 -0.08
H -5.0248 3.4398 -3.3915 0.09 0.01 -0.06
H 2.3976 6.4659 2.6256 -0.09 -0.01 0.01
O -1.3078 -2.8591 -1.5227 0.06 0.03 0.14
N -1.8651 0.7427 0.9858 0.24 -0.67 0.84
C 2.3871 4.1987 -0.5966 0.00 -0.10 -0.16
H 3.1688 -5.5362 -1.3918 -0.01 -0.02 0.00
C 1.3923 -4.4684 1.3071 -0.14 0.23 -0.09
C 1.8785 5.4823 -0.6078 -0.06 -0.13 -0.04
C -3.9452 0.7757 -1.6520 0.29 -0.23 0.30
H 4.4424 1.8088 -0.6429 -0.03 -0.07 -0.04
C 1.6784 -0.8572 -1.2540 -0.02 0.03 -0.05
N 2.8799 0.5598 -0.0946 -0.15 -0.22 -0.06
N -2.9406 2.9775 -3.4682 -0.12 -0.08 -0.10
H 1.4842 5.8873 -1.5309 0.02 0.01 -0.01
C 2.3663 5.8392 1.7450 0.04 0.07 0.09
H 2.7797 0.5101 2.6624 -0.02 -0.03 0.00
C 0.4206 -2.9630 5.3281 0.02 0.03 0.00
```
Positions in Å, forces in eV/Å.

Values from the calculation:
Charge: +3
HOMO (spin up / spin down) (eV): -15.16 / -15.16
2S+1: 4
⟨S²⟩: 3.86
LUMO energy (spin up / spin down) (eV): -8.02 / -11.74

Atomic partial charges in e from the Löwdin method, atoms 1 to 6:
1 C -0.0206
2 H 0.0740
3 N 0.0170
4 C -0.0168
5 N 0.0143
6 C 0.0041


The following is a quantum chemistry calculation of C30H35Br2N5O3STc as an isolated structure, from OMol25.

Geometry as XYZ:
```
77
Properties=species:S:1:pos:R:3:forces:R:3
H 3.7256 2.2576 3.2709 0.00 0.00 0.00
C -0.9568 -0.0558 -4.5752 -0.01 -0.02 0.01
C 5.2644 0.4252 0.7777 -0.02 0.01 0.01
O -1.3587 -3.1857 0.2657 -0.04 0.07 0.04
H -0.2430 1.2148 6.3938 0.00 0.00 0.00
H -6.0494 -1.5706 -0.5448 0.00 0.03 0.01
C 1.0077 -3.3248 0.9379 -0.19 -0.02 -0.06
C 1.2165 0.0596 5.3078 -0.02 0.03 0.01
N 2.8059 0.1666 2.0460 0.05 0.05 -0.08
H -1.1539 0.0735 -5.6305 0.01 0.00 -0.01
C -1.0445 1.0590 -3.7111 0.02 0.02 0.04
H 5.2001 0.4985 1.8542 0.00 0.00 -0.01
C -0.6278 -1.2777 -4.0654 -0.01 -0.03 -0.07
H 1.7830 -0.2514 6.1859 0.00 0.00 0.00
H -4.4771 -2.0246 -1.2135 -0.01 -0.01 0.02
H 0.8359 -3.4163 2.0195 0.04 -0.02 0.03
Br -1.2721 4.5683 -0.5984 -0.01 0.00 -0.02
H 4.2176 -0.1029 3.9430 0.00 -0.01 -0.01
H -0.0637 1.6878 4.6996 0.00 0.00 0.01
H 3.2628 -0.0961 -1.8939 0.01 0.00 0.00
C -4.5137 1.4748 -2.3497 0.04 0.02 0.01
Tc -0.1664 -0.4671 0.3018 -0.38 0.36 0.12
H 0.5062 -0.7326 5.0823 0.00 -0.01 0.00
C -0.1095 -2.5913 0.2426 0.30 -0.13 -0.09
C 2.7825 0.0154 0.7328 -0.06 -0.11 0.23
C 3.8735 1.9912 4.3161 -0.01 -0.01 0.00
N -4.5440 -0.0946 -0.4371 -0.12 0.03 0.15
N 2.1671 0.1630 4.2032 0.02 0.02 -0.05
H -5.1954 2.2080 -2.7865 -0.01 -0.01 0.00
C 4.1027 0.1799 0.0507 0.07 0.05 -0.05
H 1.1658 2.1520 5.8877 -0.01 0.00 0.00
H -0.5501 -2.1444 -4.7069 0.00 -0.01 0.01
C 1.7998 0.0027 2.9170 -0.03 -0.09 0.05
H -2.5490 -4.7615 0.6586 0.00 -0.03 0.01
H -6.5941 -0.2468 -2.4899 0.00 -0.01 0.00
C -0.7725 0.8340 -2.3444 0.00 0.10 0.01
H -3.5990 -0.3486 -3.0797 -0.01 -0.01 0.01
C -4.5720 0.1518 -3.1279 -0.02 0.00 0.00
H -4.7684 0.3434 -4.1828 0.02 0.01 0.00
H 7.3769 0.7665 0.6973 0.00 0.00 0.00
C 3.5509 0.5191 4.5360 0.00 0.02 0.03
C -1.4359 3.3853 -3.1838 0.01 -0.02 -0.02
H 3.6942 0.2573 5.5846 0.00 -0.01 -0.01
C 0.4771 1.3617 5.5876 0.00 0.00 -0.01
H 1.1636 -4.3336 0.5386 0.00 0.01 0.02
O 1.8209 -0.2640 -0.0366 0.18 -0.02 -0.15
C 6.4775 0.5754 0.1259 0.02 0.00 -0.01
C -1.4877 -4.5254 0.7050 0.04 0.05 -0.02
H -1.1379 -4.6511 1.7313 0.00 -0.02 0.00
O -0.5079 1.6219 -0.1359 0.12 -0.24 0.16
C 6.5404 0.4816 -1.2580 -0.01 0.00 0.01
C -3.3346 -0.2890 0.0326 0.16 -0.03 -0.05
C -0.3924 -1.4184 -2.6874 0.01 -0.11 0.02
H 7.4886 0.5998 -1.7669 0.00 0.00 0.00
H 5.4303 0.1693 -3.0671 0.00 0.00 0.00
H -0.9390 -5.2113 0.0531 -0.01 -0.02 0.01
C 5.3851 0.2387 -1.9879 0.01 0.00 -0.01
Br -1.7945 2.7561 -5.9159 0.00 0.00 -0.03
N -2.2724 -0.4649 0.4443 -0.10 -0.02 -0.04
H -5.7884 -1.6561 -3.1501 0.00 0.00 -0.01
H -4.3939 1.9771 -0.2295 -0.02 0.00 0.02
S 0.1502 -0.4356 2.6175 0.01 0.08 -0.07
H -3.5116 1.9000 -2.4109 -0.03 -0.01 -0.01
H -1.6992 4.3868 -3.4953 -0.01 0.00 0.00
H 1.9371 -2.7732 0.8008 -0.01 0.02 0.00
C -1.3811 2.3742 -4.1047 -0.03 0.05 0.02
C -0.7993 1.8848 -1.3565 -0.02 0.06 -0.12
C -5.6345 -0.7691 -2.5347 0.00 0.00 -0.02
H -5.9714 1.3770 -0.7233 0.00 -0.01 0.00
C -5.2041 -1.2150 -1.1370 0.01 -0.02 -0.06
H 3.2431 2.6319 4.9330 0.00 0.00 -0.01
N -0.4619 -0.4025 -1.8613 -0.03 0.02 0.02
C -4.8980 1.2649 -0.8804 0.02 -0.02 -0.03
C 4.1711 0.0885 -1.3370 -0.01 0.01 0.00
H 4.9145 2.1853 4.5806 0.00 0.00 0.00
C -1.1618 3.1441 -1.8334 0.05 -0.01 0.04
H -0.1497 -2.3721 -2.2321 0.01 -0.01 -0.01
```
Positions in Å, forces in eV/Å.

Values from the calculation:
Charge: 0
HOMO (spin up / spin down) (eV): -5.58 / -6.79
2S+1: 4
⟨S²⟩: 3.77
Relative energy (zero: lowest compared OMol25 entry of this formula, charge and spin) (kcal per mole): 8.6
LUMO energy (spin up / spin down) (eV): 0.14 / -0.20

Atomic partial charges in e from the Löwdin method, atoms 1 to 6:
1 H 0.0678
2 C -0.0363
3 C -0.0225
4 O -0.2348
5 H 0.0761
6 H 0.1202


charge of number 2 (C30H35Br2N5O3STc)?
0


⟨S²⟩ of number 2 (C30H35Br2N5O3STc)?
3.77


Which formula does entry 2 have?
C30H35Br2N5O3STc


The highest ⟨S²⟩ belongs to which entry?
C30H34MnN10O4P